Entry 1:
C7H18N4O2SSe4V as an isolated structure. Source: the OMol25 dataset; level of theory: the ωB97M-V functional and the def2-TZVPD basis.

Structure (XYZ):
```
37
Properties=species:S:1:pos:R:3:forces:R:3
V 0.313300 -0.183100 -0.090100 -1.234 -0.654 0.566
C -2.235000 -2.688900 4.004100 -0.429 -0.146 0.274
O -1.042700 -2.184200 3.402800 0.273 0.222 -0.388
C -1.041500 -1.685500 2.174700 -0.636 -0.092 -0.041
O 0.016900 -1.248600 1.727200 0.471 0.104 -0.241
N -2.190200 -1.683500 1.465900 -0.364 -0.225 0.226
N -2.183700 -1.193700 0.156300 0.109 0.021 -0.098
H -1.936900 -3.043800 4.991000 -0.042 0.056 -0.202
H -2.654000 -3.525700 3.436100 0.142 0.078 0.026
H -2.983000 -1.899100 4.124600 0.131 -0.035 -0.046
H -3.051900 -2.060600 1.840800 0.274 0.076 0.047
H -2.859000 -0.434400 0.048000 0.282 -0.087 0.123
H -2.400900 -1.937800 -0.514400 0.158 0.277 0.318
Se -0.094700 -1.346000 -2.147100 -0.086 -0.831 -0.722
Se 0.296000 0.896300 -2.386700 0.135 0.722 -0.457
Se -1.509100 2.067900 -1.421700 -0.108 -0.072 -0.329
Se -0.829800 1.733600 0.785600 -0.397 0.718 0.596
C 2.772600 1.945500 2.266400 0.031 0.673 -0.262
N 2.645400 0.539900 2.594800 -0.050 -0.370 -0.137
C 2.067000 0.278600 3.901400 -0.021 -0.220 0.349
C 2.697600 -0.373100 1.621500 0.384 -0.289 0.110
S 2.532200 0.160600 -0.017900 0.801 0.247 -0.393
N 2.919000 -1.666300 1.844600 -0.038 0.529 0.257
C 2.707400 -2.651000 0.804100 -0.342 -0.259 -0.500
C 3.511700 -2.170800 3.064500 0.177 -0.114 0.439
H 3.097900 2.482700 3.155800 0.029 -0.076 0.034
H 1.814500 2.366300 1.928100 0.217 -0.093 0.050
H 3.517600 2.079500 1.482200 -0.117 0.087 0.158
H 1.380300 1.092600 4.136400 -0.009 -0.021 -0.061
H 2.827600 0.244200 4.682600 -0.046 -0.043 0.025
H 1.497100 -0.646400 3.878300 0.044 -0.028 0.060
H 1.781600 -2.431400 0.254900 0.409 -0.235 0.132
H 2.608900 -3.629400 1.271000 0.015 0.033 0.030
H 3.541000 -2.670400 0.096100 -0.099 0.009 0.047
H 4.039700 -1.380100 3.591000 -0.036 0.015 -0.022
H 4.238600 -2.940600 2.802800 -0.047 0.047 -0.012
H 2.762300 -2.610900 3.723600 0.020 -0.025 0.045
```
Positions in Å, forces in eV/Å.

Its spin multiplicity is 3. The value obtained for the LUMO energy (spin up / spin down) is -3.6 / -3.1 eV. The calculation puts the energy above the lowest of the compared OMol25 structures with the same formula, charge and spin at 67.1 kJ/mol. The total charge is +1. The energy comes out at -315510.802 eV. Its HOMO-LUMO gap (spin up / spin down) is 6.853 / 7.503 eV. As for the expectation value of S²: 2.042.



Entry 2:
An isolated ion of composition C7H18NOSi and charge +1. Source: the OMol25 dataset; level of theory: the ωB97M-V functional and the def2-TZVPD basis.

Structure (XYZ):
```
28
Properties=species:S:1:pos:R:3:forces:R:3
C -1.919828 0.138816 -1.063382 -2.371 0.996 -2.092
C -2.120688 -1.326474 -0.649157 -0.838 0.698 -0.908
C -1.444763 0.938708 0.092667 -0.510 2.276 0.073
C -0.382028 0.203241 0.736368 -1.034 -3.337 3.264
C 1.957385 1.986734 0.198458 0.234 -0.043 -0.301
C 1.501138 -0.538380 -1.607867 -0.426 -0.716 1.232
C 2.314285 -0.872239 1.580288 -0.129 2.620 0.298
N -1.148491 -1.438061 0.432520 1.418 -1.138 2.366
O -2.537277 1.122929 0.944216 -1.239 1.379 0.617
Si 1.439521 0.084155 0.175220 1.077 1.602 0.408
H -1.163263 0.272463 -1.792986 0.454 -0.276 -1.364
H -2.918370 0.621393 -1.416474 1.861 -0.962 0.198
H -3.198173 -1.452882 -0.331112 1.479 -0.073 0.181
H -1.900767 -2.111392 -1.406837 -0.184 0.891 0.232
H -1.051149 1.973864 -0.148585 -0.152 -1.131 -0.419
H -0.489551 0.183360 1.911114 0.356 0.442 -2.282
H 3.019797 2.374668 0.479929 -2.049 -1.058 -0.176
H 1.692590 2.499494 -0.746785 0.401 -0.610 -0.034
H 1.155525 2.411429 0.815428 0.618 0.226 0.703
H 1.180549 0.271118 -2.229545 0.723 0.868 -0.557
H 2.487584 -0.972686 -1.772216 -0.021 0.389 -0.549
H 0.755451 -1.266260 -1.904716 -0.073 -0.759 0.347
H 1.806470 -1.600284 2.149064 -0.893 -0.991 0.371
H 3.179216 -1.289255 1.188480 1.658 -1.241 -0.964
H 2.770551 -0.180221 2.350363 -0.880 -0.229 -0.836
H -1.648838 -1.931039 1.229348 1.289 1.128 -0.659
H -0.302115 -2.009851 0.201608 -1.244 0.292 0.064
H -3.034764 1.906655 0.584603 0.475 -1.242 0.789
```
Positions in Å, forces in eV/Å.

The value obtained for the LUMO energy is -3.2 eV. The calculation puts the energy above the lowest of the compared OMol25 structures with the same formula, charge and spin at 201.1 kJ/mol. The total charge is +1. As for the SMILES: C[Si](C)(C)[C@@H]1[NH2+]CC[C@H]1O. The energy comes out at -18958.759 eV. Its HOMO-LUMO gap is 11.152 eV.



Entry 3:
A 3-piece molecular cluster, C7H18O3 overall. Source: the OMol25 dataset; level of theory: the ωB97M-V functional and the def2-TZVPD basis.

Structure (XYZ):
```
28
Properties=species:S:1:pos:R:3:forces:R:3
C -1.355262 0.099809 1.437500 0.007 0.043 -0.062
C -1.996256 0.731231 0.186099 0.096 -0.104 0.077
C -0.076603 0.847419 1.828677 -0.142 -0.099 -0.031
C -2.364326 0.109649 2.582059 0.099 -0.018 -0.141
O -1.058888 -1.281470 1.197246 -0.013 0.183 -0.044
O -1.107363 0.874960 -0.909460 -0.049 -0.102 0.140
H -0.525804 -1.361498 0.386902 -0.034 0.034 0.072
H -0.747889 -0.005762 -1.145515 -0.042 0.077 0.004
H -2.864433 0.117973 -0.090577 0.039 0.027 0.023
H -2.352253 1.735850 0.427509 0.010 -0.025 0.022
H 0.375007 0.372139 2.700268 -0.019 0.002 0.000
H 0.639470 0.824065 1.007201 0.013 -0.005 -0.019
H -0.286415 1.893322 2.062653 -0.013 -0.010 -0.002
H -3.274106 -0.415968 2.288054 0.006 0.014 -0.011
H -2.621613 1.129628 2.872235 0.013 -0.007 -0.014
H -1.942052 -0.404986 3.445784 0.008 0.013 -0.011
C 2.086036 -0.547832 -2.071560 -0.767 -0.260 -0.181
C 2.720028 -0.944829 -0.864020 -0.628 -0.514 0.733
C 1.649211 0.841974 -2.334807 -0.117 -0.061 -0.020
O 0.319657 -1.456698 -1.364947 0.144 0.336 -0.748
H -0.113572 -2.189758 -1.825354 0.032 0.118 -0.028
H 2.179230 -1.205086 -2.929902 -0.139 0.024 0.052
H 0.867207 0.889445 -3.089136 0.038 -0.008 0.005
H 2.980608 -0.158814 -0.161222 0.033 -0.015 -0.067
H 3.409335 -1.782356 -0.920836 0.080 0.140 -0.050
H 1.639251 -1.432537 -0.572729 1.325 0.324 0.244
H 1.294507 1.335297 -1.431620 0.037 -0.030 0.022
H 2.527290 1.384831 -2.710501 -0.017 -0.076 0.037
```
Positions in Å, forces in eV/Å.

The value obtained for the LUMO energy is 0.1 eV. The calculation puts the energy above the lowest of the compared OMol25 structures with the same formula, charge and spin at 202.8 kJ/mol. The energy comes out at -13690.900 eV. Its HOMO-LUMO gap is 9.329 eV.



Entry 4:
A 2-piece molecular cluster, C7H18P overall. Source: the OMol25 dataset; level of theory: the ωB97M-V functional and the def2-TZVPD basis.

Structure (XYZ):
```
26
Properties=species:S:1:pos:R:3:forces:R:3
C 3.072581 -0.182563 0.805778 -2.911 2.481 2.012
C 2.724729 -1.322095 -1.183123 4.042 0.647 -1.915
C -0.919010 -0.604770 1.545347 -0.483 0.324 0.512
C -1.406350 2.015012 -0.028665 -0.467 -0.640 1.145
C -3.396971 0.038543 -0.042165 0.710 5.249 0.694
C -0.639134 -0.492595 -1.257151 -0.342 3.181 -1.525
C 3.563057 -0.632736 -0.407566 0.753 -1.507 -3.769
P -1.655900 0.226466 0.118529 2.678 -0.039 -1.543
H 2.552987 0.787969 0.664785 0.558 0.107 0.087
H 3.777821 -0.039807 1.527086 1.907 0.421 2.190
H 2.265822 -0.757528 1.209908 -0.309 -0.955 0.279
H 3.098569 -1.594155 -2.176577 -0.630 -0.231 0.299
H -1.197451 -0.283869 -2.222751 0.400 -0.505 1.001
H 1.816721 -1.623657 -0.830213 -2.249 -0.792 0.695
H -1.087139 -1.669983 1.229047 0.578 0.760 0.831
H -1.415159 -0.358981 2.503668 -0.082 -0.370 -0.548
H 0.143187 -0.300698 1.714197 -0.728 -0.552 -0.670
H -2.160892 2.433431 -0.649524 -0.863 0.134 -0.659
H -0.485020 2.426691 -0.378803 0.888 -0.275 0.074
H -1.637244 2.349623 0.976464 0.171 0.544 0.272
H -3.641670 -0.883111 0.197254 -1.842 -4.327 1.180
H -3.683866 0.339792 -1.012775 -0.185 -0.147 -1.408
H -3.873700 0.873000 0.573676 0.478 -1.471 -0.189
H 0.173362 0.338076 -1.337352 -0.829 -1.863 0.266
H -0.226204 -1.495461 -1.293298 -0.256 0.050 0.533
H 4.592515 -0.359906 -0.734716 -0.989 -0.222 0.154
```
Positions in Å, forces in eV/Å.

The value obtained for the LUMO energy is -2.8 eV. The calculation puts the energy above the lowest of the compared OMol25 structures with the same formula, charge and spin at 202.4 kJ/mol. The total charge is +1. The energy comes out at -16831.718 eV. Its HOMO-LUMO gap is 9.318 eV.